1.
Below is a molecular structure, C23H69N4O11, with properties calculated with wB97M-V/def2-TZVPD.

Calculated values
Energy relative to the best compared isomer or geometry (same formula, charge and spin), eV: 2.631
Charge: +1

```
107
C23H69N4O11 | the Open Molecules 2025 dataset | wB97M-V/def2-TZVPD
N 1.461 -0.352 -1.318
H 1.713 -0.491 -2.252
H 1.001 0.427 -1.184
H 2.322 -0.109 -0.906
H 0.809 -1.130 -0.891
C 4.141 2.331 -0.349
O 2.759 2.467 -0.691
H 4.526 1.427 -0.955
H 4.102 2.170 0.637
H 4.725 3.072 -0.740
H 2.623 3.416 -0.914
C 4.194 -0.888 -4.598
O 4.034 -0.193 -3.412
H 4.807 -0.167 -5.289
H 3.308 -1.251 -5.181
H 4.859 -1.583 -4.280
H 4.675 0.428 -3.344
C 1.124 1.126 -4.677
O -0.032 0.518 -3.942
H 0.733 1.999 -5.316
H 1.591 0.382 -5.020
H 1.674 1.698 -3.955
H -0.755 0.470 -4.525
C 1.761 -3.676 -2.835
O 0.543 -3.283 -2.111
H 1.963 -4.656 -2.722
H 2.587 -2.910 -2.523
H 1.416 -3.349 -3.784
H -0.285 -3.700 -2.533
C 3.930 -3.242 -1.328
O 4.146 -2.141 -0.354
H 4.150 -4.385 -1.055
H 4.707 -3.206 -2.035
H 2.982 -2.968 -1.827
H 4.851 -1.574 -0.631
C -2.039 2.753 -1.357
O -2.858 2.062 -0.390
C -4.219 2.089 -0.867
C -5.132 1.379 0.272
N -6.519 1.246 -0.106
C -7.307 0.953 0.955
C -8.812 0.916 0.376
O -9.773 0.557 1.388
C -11.100 0.515 0.900
H -0.979 2.622 -1.071
H -2.269 3.776 -1.705
H -2.412 2.196 -2.275
H -4.256 1.325 -1.688
H -4.688 3.134 -1.112
H -5.191 1.927 1.133
H -4.940 0.283 0.533
H -6.465 0.397 -0.714
H -7.461 1.791 1.605
H -7.061 -0.076 1.573
H -8.725 0.399 -0.531
H -8.987 1.844 0.022
H -11.754 0.037 1.442
H -11.137 0.088 -0.115
H -11.450 1.580 0.812
C 1.425 -3.229 1.168
O 1.709 -1.913 1.278
C 2.925 -1.560 1.738
C 2.902 -0.252 2.534
N 4.278 -0.352 3.183
C 4.638 0.877 4.008
C 6.147 0.770 4.222
O 6.337 1.933 5.242
C 7.635 1.911 5.872
H 1.624 -3.684 2.174
H 2.021 -3.404 0.349
H 0.326 -3.422 0.662
H 3.777 -1.506 0.870
H 3.129 -2.288 2.403
H 2.238 -0.242 3.434
H 2.930 0.505 1.982
H 4.425 -1.159 3.896
H 3.998 0.932 4.824
H 4.663 1.913 3.452
H 6.620 1.096 3.341
H 6.529 -0.135 4.617
H 8.382 1.911 5.246
H 7.667 0.944 6.399
H 7.504 2.610 6.633
C -3.454 -2.456 -3.484
O -2.809 -2.505 -2.134
C -2.170 -1.353 -1.716
C -2.084 -1.285 -0.202
N -1.301 -0.127 0.212
C -1.336 -0.001 1.624
C -0.589 1.260 2.016
O -0.724 1.326 3.510
C -0.500 2.568 3.981
H -2.746 -2.132 -4.400
H -4.322 -1.647 -3.380
H -3.922 -3.479 -3.848
H -2.523 -0.425 -2.179
H -1.127 -1.298 -2.273
H -1.801 -2.203 0.036
H -3.155 -1.201 -0.108
H -1.811 0.856 0.120
H -0.753 -0.909 2.053
H -2.404 0.064 2.170
H -1.197 2.168 1.673
H 0.484 1.445 1.723
H -1.134 3.312 3.691
H 0.647 2.830 3.834
H -0.743 2.422 5.284
```

Results of the Mulliken charge analysis, in e, for atoms 1 through 2:
1 N 1.076
2 H 0.095


2.
Below is 11 unconnected molecules or ions with the total composition C23H70N8O11, with properties calculated with wB97M-V/def2-TZVPD.

Calculated values
SMILES: COC[C@H](C)N.COC[C@H](C)N.NC(N)=O.NC(N)=O.NC(N)=O.CCO.CCO.CCO.CCO.CCO.CCO
Charge: 0
Energy, a.u.: -2183.93013

```
112
C23H70N8O11 | the Open Molecules 2025 dataset | wB97M-V/def2-TZVPD
C -6.613 -19.286 -14.837
C -6.770 -19.963 -16.233
C -7.851 -19.252 -17.033
O -7.952 -19.656 -18.407
C -8.669 -18.727 -19.255
N -5.446 -20.065 -16.889
H -6.017 -19.879 -14.143
H -7.576 -19.143 -14.347
H -6.192 -18.286 -14.941
H -7.101 -20.983 -16.042
H -7.716 -18.172 -16.976
H -8.849 -19.429 -16.632
H -8.511 -17.685 -18.976
H -9.722 -19.009 -19.270
H -8.377 -18.859 -20.297
H -4.866 -20.659 -16.314
H -5.805 -20.715 -17.574
C 3.199 -17.966 -18.119
C 2.853 -16.447 -17.961
C 2.215 -15.861 -19.272
O 3.041 -15.898 -20.379
C 2.532 -15.372 -21.692
N 2.056 -16.318 -16.748
H 3.854 -18.353 -17.339
H 3.713 -18.141 -19.064
H 2.325 -18.617 -18.124
H 3.799 -15.922 -17.823
H 2.084 -14.788 -19.125
H 1.250 -16.327 -19.471
H 2.144 -14.372 -21.496
H 1.681 -15.965 -22.027
H 3.314 -15.330 -22.450
H 1.317 -17.007 -16.747
H 2.625 -16.614 -15.968
C -1.347 -14.450 -19.592
C -2.785 -13.766 -19.824
O -2.447 -12.545 -20.496
H -0.755 -13.764 -18.987
H -0.805 -14.611 -20.524
H -1.396 -15.482 -19.246
H -3.490 -13.648 -19.000
H -3.295 -14.380 -20.566
H -2.795 -12.594 -21.390
C -3.643 -22.616 -20.373
C -2.868 -21.406 -19.845
O -1.517 -21.614 -19.819
H -4.691 -22.313 -20.366
H -3.621 -23.581 -19.868
H -3.400 -22.857 -21.408
H -3.294 -20.992 -18.931
H -3.156 -20.632 -20.557
H -1.304 -22.361 -19.254
C -6.004 -13.642 -16.658
C -5.738 -15.085 -16.927
O -5.793 -15.455 -18.319
H -5.613 -13.340 -15.687
H -7.091 -13.562 -16.658
H -5.618 -13.011 -17.458
H -6.430 -15.618 -16.274
H -4.874 -15.576 -16.479
H -5.732 -16.397 -18.492
C -3.257 -18.127 -13.926
C -3.694 -16.732 -13.527
O -4.487 -16.797 -12.345
H -3.072 -18.268 -14.991
H -4.142 -18.758 -13.843
H -2.425 -18.586 -13.392
H -4.117 -16.028 -14.243
H -2.848 -16.113 -13.231
H -4.397 -15.885 -12.058
C -5.051 -17.242 -20.972
C -5.249 -18.384 -19.969
O -5.163 -18.016 -18.616
H -5.325 -16.279 -20.543
H -5.743 -17.334 -21.809
H -4.029 -17.287 -21.350
H -4.524 -19.152 -20.239
H -6.219 -18.844 -20.157
H -5.361 -18.698 -17.970
C -2.284 -13.611 -15.912
C -0.753 -13.696 -15.857
O -0.299 -14.753 -16.638
H -2.671 -13.598 -16.931
H -2.480 -12.641 -15.456
H -2.750 -14.450 -15.395
H -0.376 -13.824 -14.842
H -0.355 -12.732 -16.176
H 0.645 -14.856 -16.498
C 1.065 -20.684 -14.919
O -0.075 -21.217 -15.079
N 1.404 -19.587 -15.475
N 1.985 -21.144 -14.086
H 2.322 -19.165 -15.473
H 0.735 -19.199 -16.126
H 1.768 -21.998 -13.591
H 2.904 -20.764 -13.910
C -3.327 -22.435 -16.254
O -4.160 -22.074 -15.392
N -3.615 -23.370 -17.101
N -2.177 -21.955 -16.465
H -4.571 -23.682 -17.188
H -2.889 -23.767 -17.681
H -1.772 -21.469 -15.678
H -1.527 -22.423 -17.080
C -1.491 -17.991 -17.375
O -0.289 -18.201 -17.358
N -2.255 -18.939 -17.839
N -2.120 -16.900 -17.107
H -1.655 -19.634 -18.259
H -3.204 -18.788 -18.149
H -1.589 -16.066 -16.900
H -3.106 -16.945 -17.320
```

Results of the Mulliken charge analysis, in e, for atoms 1 through 2:
1 C -1.673
2 C 0.487


3.
Below is 11 unconnected molecules or ions with the total composition C23H72N4O11, with properties calculated with wB97M-V/def2-TZVPD.

Calculated values
Energy relative to the best compared isomer or geometry (same formula, charge and spin), eV: 0.000
SMILES: COC[C@H](C)N.COC[C@H](C)N.COC[C@H](C)N.COC[C@H](C)N.CO.CO.CO.CO.CO.CO.CO
Charge: 0

```
110
C23H72N4O11 | the Open Molecules 2025 dataset | wB97M-V/def2-TZVPD
C -8.206 18.226 1.459
O -8.006 17.005 0.748
H -9.108 18.729 1.104
H -8.308 17.983 2.513
H -7.353 18.901 1.333
H -7.848 17.204 -0.189
C -9.226 13.783 1.935
O -8.241 14.719 2.326
H -10.235 14.189 1.801
H -8.936 13.250 1.019
H -9.328 12.982 2.670
H -8.206 15.396 1.628
C -5.445 14.183 0.724
O -4.149 14.510 0.245
H -5.427 14.118 1.821
H -6.209 14.925 0.472
H -5.764 13.214 0.343
H -4.112 15.484 0.237
C -11.231 10.980 1.355
O -11.146 9.693 0.808
H -10.965 11.775 0.643
H -12.268 11.151 1.655
H -10.600 11.067 2.250
H -10.228 9.563 0.493
C -9.078 13.052 -2.246
O -10.406 13.175 -2.675
H -8.402 13.323 -3.060
H -8.818 13.703 -1.395
H -8.829 12.041 -1.904
H -10.940 13.385 -1.899
C -11.553 15.569 -0.532
O -11.962 14.204 -0.502
H -11.467 15.827 -1.587
H -12.258 16.249 -0.055
H -10.565 15.688 -0.072
H -12.398 13.993 0.328
C -5.690 16.451 3.932
O -6.530 15.457 4.513
H -4.999 16.005 3.199
H -6.280 17.190 3.378
H -5.120 16.908 4.732
H -7.135 15.160 3.822
C -3.395 17.742 -1.686
C -4.825 17.858 -1.191
C -5.750 17.151 -2.132
O -7.097 17.385 -1.765
C -8.025 16.964 -2.742
N -4.951 17.273 0.149
H -2.711 18.344 -1.092
H -3.319 18.059 -2.730
H -3.064 16.700 -1.671
H -5.109 18.920 -1.148
H -5.569 16.064 -2.096
H -5.560 17.466 -3.163
H -7.952 15.886 -2.915
H -7.945 17.557 -3.658
H -9.033 17.162 -2.364
H -4.526 17.844 0.870
H -5.921 17.144 0.430
C -7.372 8.833 1.800
C -7.548 9.915 0.760
C -6.190 10.274 0.141
O -6.406 11.169 -0.919
C -5.245 11.406 -1.686
N -8.538 9.470 -0.229
H -6.772 9.179 2.646
H -6.890 7.949 1.379
H -8.339 8.542 2.217
H -7.891 10.857 1.201
H -5.652 9.370 -0.189
H -5.564 10.726 0.929
H -4.445 11.842 -1.074
H -5.494 12.159 -2.435
H -4.902 10.496 -2.186
H -8.438 10.023 -1.078
H -8.318 8.523 -0.533
C -3.055 9.855 3.198
C -3.119 11.238 3.867
C -4.423 11.939 3.554
O -5.525 11.162 3.922
C -6.715 11.857 3.719
N -2.947 11.152 5.336
H -3.801 9.210 3.669
H -2.063 9.424 3.321
H -3.321 9.894 2.138
H -2.348 11.896 3.455
H -4.452 12.131 2.466
H -4.442 12.945 4.002
H -7.561 11.207 3.946
H -6.856 12.263 2.709
H -6.808 12.709 4.412
H -3.864 10.972 5.739
H -2.403 10.324 5.559
C -11.322 21.356 2.785
C -11.412 20.585 4.085
C -11.972 19.183 3.905
O -10.990 18.357 3.341
C -11.457 17.065 3.007
N -10.047 20.577 4.717
H -12.316 21.497 2.351
H -10.719 20.812 2.054
H -10.864 22.325 2.967
H -12.039 21.129 4.795
H -12.852 19.215 3.230
H -12.384 18.774 4.840
H -11.786 17.051 1.967
H -12.194 16.700 3.728
H -10.614 16.369 3.083
H -9.508 19.871 4.214
H -10.136 20.160 5.643
```

Results of the Mulliken charge analysis, in e, for atoms 1 through 2:
1 C -0.703
2 O -0.357


4.
Below is 16 unconnected molecules or ions with the total composition C23H78N10O16, with properties calculated with wB97M-V/def2-TZVPD.

Calculated values
Energy relative to the best compared isomer or geometry (same formula, charge and spin), eV: 3.564
Charge: 0

```
127
C23H78N10O16 | the Open Molecules 2025 dataset | wB97M-V/def2-TZVPD
C 3.579 -0.400 -2.284
C 3.431 -1.405 -3.435
O 2.850 -2.633 -3.061
H 3.713 0.648 -2.779
H 4.388 -0.602 -1.664
H 2.679 -0.404 -1.612
H 4.113 -1.393 -4.216
H 2.501 -1.084 -4.028
H 2.353 -2.999 -3.787
C -3.861 -1.906 0.013
C -3.204 -2.189 1.336
O -2.013 -2.977 1.065
H -3.961 -2.661 -0.673
H -3.406 -1.131 -0.496
H -4.885 -1.614 0.192
H -3.817 -3.004 1.879
H -3.042 -1.246 1.867
H -1.504 -3.125 1.935
C 3.999 1.298 0.910
C 4.755 2.075 1.952
O 4.556 3.452 2.011
H 4.187 0.235 0.934
H 4.495 1.610 -0.036
H 2.962 1.599 0.910
H 5.777 1.972 1.801
H 4.686 1.659 2.918
H 3.634 3.599 2.297
C -3.860 1.487 -0.911
C -5.251 1.223 -1.669
O -5.135 1.962 -2.847
H -2.944 1.148 -1.442
H -3.869 1.126 0.099
H -3.514 2.507 -0.903
H -5.920 1.535 -0.859
H -5.142 0.147 -1.945
H -5.896 2.499 -2.848
C -0.167 -0.178 -4.564
C 0.279 0.653 -3.458
O -0.838 1.239 -2.847
H -0.316 0.470 -5.364
H -1.049 -0.752 -4.383
H 0.689 -0.826 -4.837
H 1.157 1.255 -3.688
H 0.718 0.098 -2.699
H -0.538 1.624 -2.033
C 2.467 3.179 -1.534
C 1.522 4.139 -2.267
O 0.353 4.271 -1.461
H 3.071 2.751 -2.343
H 1.917 2.331 -1.145
H 3.119 3.613 -0.733
H 1.209 3.570 -3.101
H 2.103 5.115 -2.452
H 0.040 5.120 -1.357
C 0.444 -0.517 0.720
C -0.736 0.354 0.242
O -0.284 1.639 -0.107
H 0.198 -1.556 0.973
H 0.914 -0.070 1.632
H 1.305 -0.606 0.056
H -1.488 0.372 0.933
H -1.175 -0.192 -0.691
H 0.090 2.013 0.631
C 0.250 -5.300 0.709
O 0.760 -4.034 0.495
N -0.855 -5.718 0.316
N 0.948 -6.115 1.371
H -1.403 -5.052 -0.184
H -1.115 -6.661 0.386
H 1.911 -5.837 1.707
H 0.842 -7.156 1.276
C 3.959 -2.818 0.852
O 5.287 -2.668 0.643
N 3.159 -2.764 -0.143
N 3.404 -2.953 2.051
H 3.546 -2.663 -1.149
H 2.103 -3.059 -0.132
H 3.919 -2.705 2.877
H 2.434 -2.879 2.162
C 1.609 4.223 2.014
O 0.881 3.087 1.956
N 2.187 4.562 3.074
N 1.821 5.079 1.111
H 1.991 4.070 3.965
H 2.899 5.362 3.222
H 1.507 4.860 0.122
H 2.476 5.843 1.143
C -0.110 -2.530 3.854
O 1.280 -2.993 3.777
N -1.120 -3.327 3.912
N -0.465 -1.281 4.051
H -0.754 -4.355 3.886
H -2.100 -3.132 4.047
H 0.320 -0.684 4.050
H -1.392 -0.836 3.937
C -4.412 -2.229 -3.600
O -4.690 -3.473 -3.019
N -3.485 -1.408 -3.315
N -5.017 -1.872 -4.713
H -2.850 -1.668 -2.524
H -3.272 -0.437 -3.636
H -5.414 -2.599 -5.248
H -4.834 -1.082 -5.264
C 2.215 0.392 3.947
O 0.927 1.030 3.741
H 3.013 1.051 4.183
H 2.568 -0.102 3.043
H 2.122 -0.356 4.731
H 1.032 1.772 3.112
C -0.093 -2.749 -2.089
O -1.392 -2.475 -1.659
H 0.714 -2.073 -1.645
H -0.028 -2.473 -3.095
H 0.140 -3.800 -1.954
H -1.555 -2.661 -0.718
C -1.998 5.226 0.649
O -1.903 3.818 0.696
H -0.962 5.600 0.432
H -2.343 5.650 1.571
H -2.541 5.664 -0.201
H -1.308 3.483 0.022
C -2.652 1.521 3.206
O -3.057 0.306 3.869
H -1.602 1.618 3.199
H -3.039 2.422 3.734
H -2.993 1.666 2.146
H -3.914 0.493 4.271
```

Results of the Mulliken charge analysis, in e, for atoms 1 through 2:
1 C -1.099
2 C 0.201